(1)
29
Properties=species:S:1:pos:R:3 method="wB97M-V/def2-TZVPD" smiles="O=C1NC(=O)[C@@]2(CC[C@@H](O)C2)c2ccncc21" energy_ev=-21760.4523 total_charge=0 lumo_energy_ev=-0.2
O 0.557 3.079 -2.342
C 0.233 1.936 -2.041
N 1.018 0.908 -2.517
C 1.120 -0.207 -1.743
O 1.904 -1.056 -2.260
C 0.311 -0.421 -0.366
C 1.273 0.027 0.705
C 1.866 -1.123 1.300
C 0.799 -2.202 1.224
O -0.035 -2.092 2.395
C -0.025 -1.861 -0.042
C -0.872 0.502 -0.332
C -1.914 0.332 0.565
C -2.934 1.278 0.763
N -2.906 2.405 0.000
C -1.915 2.629 -0.897
C -0.851 1.640 -1.096
H 1.932 1.113 -2.985
H 0.637 0.675 1.325
H 2.036 0.582 0.368
H 2.154 -0.900 2.337
H 2.684 -1.512 0.711
H 1.308 -3.117 1.166
H 0.435 -2.389 3.209
H 0.272 -2.465 -0.946
H -1.031 -2.071 0.187
H -2.059 -0.466 1.238
H -3.817 1.207 1.426
H -2.179 3.570 -1.355

(2)
11
Properties=species:S:1:pos:R:3 method="wB97M-V/def2-TZVPD" energy_ev=-31300.1879 total_charge=0 lumo_energy_ev=0.0
C 0.490 1.939 -0.607
C 1.921 1.696 0.103
C -0.093 -0.435 -0.329
C -0.431 0.995 -0.224
O 1.778 1.635 -1.135
Cl -1.750 1.291 -1.376
Cl -1.269 1.086 1.341
H 0.066 2.836 -0.942
H -0.920 -0.951 -0.733
H -0.052 -0.824 0.796
H 0.824 -0.708 -0.732

(3)
12
Properties=species:S:1:pos:R:3 method="wB97M-V/def2-TZVPD" energy_ev=-5182.0178 total_charge=0 lumo_energy_ev=0.7
H -1.168 -2.168 2.167
N -1.391 -1.161 2.051
C -0.449 -0.797 1.132
N 0.329 -1.707 0.527
H -0.538 0.091 0.561
H 0.757 -2.650 0.742
H 0.571 -1.306 -0.572
C 0.371 1.887 -1.306
H -0.004 2.312 -2.308
H -0.423 1.933 -0.549
H 1.125 2.662 -0.991
H 0.818 0.904 -1.455

(4)
18
Properties=species:S:1:pos:R:3 method="wB97M-V/def2-TZVPD" energy_ev=-9459.7574 total_charge=-1 lumo_energy_ev=3.5
C 0.044 -1.577 -0.276
C -0.930 -1.121 -1.353
C -0.622 -2.678 0.603
O 0.166 -3.448 1.202
O -1.875 -2.719 0.635
H 0.934 -2.076 -0.662
H 0.341 -0.747 0.361
H -1.350 -1.961 -1.905
H -0.450 -0.511 -2.137
H -1.754 -0.557 -0.928
C 0.666 2.448 1.261
C 0.708 1.953 -0.186
H -0.289 2.904 1.504
H 0.697 1.574 1.923
H 1.528 3.054 1.539
H -0.147 1.310 -0.368
H 0.702 2.765 -0.914
H 1.631 1.387 -0.301

(5)
53
Properties=species:S:1:pos:R:3 method="wB97M-V/def2-TZVPD" energy_ev=-358549.4612 total_charge=-2 multiplicity=3 lumo_energy_ev="3.9 / 3.9"
Ni -0.122 -3.314 -2.402
Se 4.699 -1.103 -0.191
Sb 3.448 -3.140 0.587
Se 1.251 -3.676 -0.510
Se -1.972 -4.561 -1.682
Se 5.353 -4.160 -0.686
Cl -3.063 -4.643 -4.692
C -2.175 -3.647 -3.394
H -2.787 -2.758 -3.294
H -1.240 -3.388 -3.951
C -0.711 -0.557 0.263
C -1.621 0.625 -0.077
C -2.397 0.983 1.199
C -2.628 0.157 -1.138
C -0.879 1.898 -0.591
O -1.878 2.902 -0.927
C 0.054 2.622 0.411
C 1.334 1.962 0.950
C 1.272 1.309 2.312
C 2.028 0.163 2.542
C 2.073 -0.435 3.793
C 1.346 0.126 4.828
Cl 1.373 -0.618 6.412
C 0.597 1.273 4.638
C 0.572 1.861 3.381
C -0.185 1.769 -1.977
N 0.511 0.555 -2.330
C 0.174 -0.375 -3.228
N 1.115 -1.293 -3.325
C 2.045 -0.870 -2.420
N 1.731 0.257 -1.823
H -1.328 -1.398 0.587
H -0.022 -0.336 1.074
H -0.129 -0.935 -0.571
H -3.016 0.130 1.482
H -3.067 1.838 1.063
H -1.723 1.185 2.034
H -3.258 -0.624 -0.710
H -2.123 -0.293 -1.993
H -3.264 0.973 -1.485
H -2.127 3.342 -0.109
H -0.563 2.985 1.240
H 0.358 3.520 -0.134
H 2.083 2.756 1.037
H 1.744 1.261 0.224
H 2.606 -0.267 1.731
H 2.668 -1.325 3.945
H 0.045 1.702 5.464
H -0.002 2.771 3.247
H 0.532 2.586 -2.063
H -0.953 1.930 -2.733
H -0.732 -0.324 -3.811
H 2.955 -1.400 -2.196

(6)
105
Properties=species:S:1:pos:R:3 method="wB97M-V/def2-TZVPD" energy_ev=-382349.1704 total_charge=-2 lumo_energy_ev=3.3
Ti 1.652 0.249 1.687
N 0.463 -1.243 0.809
S -0.820 -1.522 0.174
N -1.318 -0.821 -1.189
S -1.961 0.639 -1.260
N -1.260 1.913 -0.642
S 0.347 2.058 -0.726
N 1.240 1.007 -0.218
C 0.703 2.347 -2.454
C 1.207 1.267 -3.165
C 1.467 1.414 -4.515
C 1.251 2.639 -5.142
C 0.775 3.717 -4.413
C 0.491 3.575 -3.059
C 0.476 3.681 0.007
C 1.751 4.011 0.446
C 1.956 5.224 1.081
C 0.891 6.098 1.260
C -0.380 5.762 0.808
C -0.600 4.544 0.181
C -3.509 0.656 -0.558
C -4.410 -0.382 -0.932
C -5.723 -0.326 -0.529
C -6.211 0.743 0.238
C -5.324 1.775 0.578
C -4.003 1.754 0.192
C -2.034 0.845 -2.962
C -2.412 2.134 -3.441
C -2.673 2.319 -4.776
C -2.599 1.251 -5.688
C -2.259 -0.018 -5.209
C -1.979 -0.238 -3.875
C -0.843 -3.197 -0.472
C 0.290 -3.946 -0.218
C 0.379 -5.239 -0.726
C -0.665 -5.764 -1.472
C -1.795 -4.996 -1.727
C -1.883 -3.703 -1.236
C -2.197 -1.424 1.318
C -3.183 -2.386 1.449
C -4.177 -2.212 2.403
C -4.181 -1.087 3.215
C -3.170 -0.138 3.089
C -2.171 -0.310 2.148
H 1.392 0.337 -2.643
H 1.855 0.575 -5.078
H 1.466 2.753 -6.197
H 0.620 4.675 -4.894
H 0.116 4.412 -2.485
H 2.561 3.300 0.342
H 2.936 5.456 1.476
H 1.046 7.036 1.779
H -1.210 6.439 0.967
H -1.588 4.248 -0.141
H -4.056 -1.213 -1.529
H -6.387 -1.137 -0.806
H -7.243 0.769 0.559
H -5.673 2.606 1.182
H -3.322 2.536 0.498
H -2.477 2.963 -2.748
H -2.930 3.311 -5.129
H -2.800 1.410 -6.739
H -2.193 -0.852 -5.901
H -1.686 -1.216 -3.522
H 1.081 -3.494 0.369
H 1.268 -5.830 -0.540
H -0.597 -6.771 -1.865
H -2.605 -5.401 -2.322
H -2.736 -3.077 -1.468
H -3.188 -3.276 0.832
H -4.953 -2.961 2.505
H -4.962 -0.954 3.952
H -3.143 0.733 3.731
H -1.373 0.420 2.072
C 5.067 -3.178 0.687
N 3.995 -3.541 1.593
C 3.889 -4.926 1.998
C 3.173 -2.552 2.069
N 3.091 -1.397 1.538
N 2.506 -2.885 3.238
C 1.734 -1.987 3.975
N 1.631 -2.304 5.305
N 1.117 -1.005 3.433
H 5.849 -3.933 0.752
H 5.499 -2.219 0.978
H 4.733 -3.112 -0.354
H 4.034 -5.569 1.128
H 2.897 -5.129 2.397
H 4.637 -5.203 2.750
H 3.627 -1.290 0.687
H 3.100 -3.428 3.848
H 2.505 -2.662 5.674
H 1.392 -1.463 5.850
H 0.635 -0.464 4.151
Se 1.353 0.946 6.605
Sb 2.964 1.517 4.835
Se 4.525 -0.410 4.556
Se 0.859 2.015 3.060
Se 4.049 3.670 4.743
B 5.430 1.802 -0.735
C 4.356 1.457 0.376
N 3.532 1.169 1.132
H 5.006 2.756 -1.362
H 6.491 2.046 -0.198
H 5.506 0.812 -1.447

(7)
85
Properties=species:S:1:pos:R:3 method="wB97M-V/def2-TZVPD" energy_ev=-218680.5643 total_charge=+1 multiplicity=2 lumo_energy_ev="-3.8 / -3.9"
Ru 0.765 0.425 -0.769
C 0.994 0.998 4.313
N 2.059 1.195 3.339
C 3.214 1.935 3.520
C 3.925 1.852 2.385
N 3.195 1.057 1.500
C 2.036 0.671 2.101
S 0.753 -0.246 1.487
C 3.760 0.520 0.306
C 5.091 0.146 0.347
C 5.691 -0.307 -0.813
C 4.931 -0.374 -1.966
C 3.599 -0.019 -1.897
N 3.006 0.430 -0.783
H 1.322 1.402 5.267
H 0.781 -0.063 4.419
H 0.090 1.502 3.978
H 3.418 2.459 4.437
H 4.864 2.294 2.109
H 5.633 0.183 1.281
H 6.728 -0.614 -0.807
H 5.343 -0.722 -2.902
H 2.961 -0.123 -2.765
C -2.627 1.512 -3.577
As -1.241 0.220 -3.871
C -1.053 0.156 -5.781
C -1.726 -1.554 -3.332
S 0.663 0.888 -3.152
H -3.585 1.068 -3.843
H -2.420 2.366 -4.220
H -2.617 1.796 -2.531
H -1.972 -0.231 -6.221
H -0.220 -0.498 -6.028
H -0.855 1.158 -6.158
H -2.788 -1.576 -3.096
H -1.136 -1.798 -2.451
H -1.496 -2.227 -4.157
Se -1.222 3.961 2.474
N -0.442 5.273 1.593
C 0.259 4.705 0.634
C 1.054 5.431 -0.307
C 1.725 4.709 -1.225
C 1.604 3.282 -1.247
N 0.892 2.562 -0.430
C 0.207 3.259 0.569
N -0.529 2.681 1.486
H 1.099 6.510 -0.259
H 2.353 5.178 -1.968
H 2.139 2.736 -2.013
C -4.493 0.200 1.791
Si -4.178 0.670 0.016
C -4.556 2.484 -0.233
C -5.256 -0.363 -1.109
C -2.413 0.414 -0.410
C -1.210 0.424 -0.625
H -5.469 0.572 2.112
H -3.735 0.623 2.453
H -4.493 -0.880 1.932
H -5.533 2.739 0.185
H -4.569 2.752 -1.291
H -3.805 3.104 0.261
H -6.311 -0.142 -0.933
H -5.106 -1.430 -0.928
H -5.053 -0.164 -2.163
C 1.677 -5.174 2.849
C 0.468 -4.334 2.557
C -0.344 -3.844 3.567
C -1.449 -3.061 3.267
Cl -2.425 -2.421 4.565
C -1.770 -2.765 1.961
C -0.963 -3.243 0.937
C 0.147 -4.016 1.233
O 0.990 -4.531 0.288
C 1.027 -3.878 -0.969
C 1.510 -2.434 -0.784
O 2.583 -2.234 -0.250
O 0.661 -1.534 -1.214
H 1.826 -5.276 3.923
H 2.568 -4.730 2.404
H 1.572 -6.170 2.418
H -0.114 -4.073 4.600
H -2.619 -2.142 1.730
H -1.207 -2.975 -0.081
H 0.062 -3.909 -1.477
H 1.759 -4.425 -1.559

(8)
114
Properties=species:S:1:pos:R:3 method="wB97M-V/def2-TZVPD" energy_ev=-172584.7089 total_charge=-1 multiplicity=2 lumo_energy_ev="2.0 / 0.9"
Y 0.234 0.147 0.270
C 2.478 -6.929 2.810
C 2.918 -6.165 1.555
C 2.939 -7.108 0.346
C 4.343 -5.653 1.781
C 1.935 -5.032 1.308
C 2.286 -3.710 1.424
C 1.354 -2.692 1.179
N 1.601 -1.365 1.312
C 2.681 -0.833 1.947
C 3.379 -1.426 3.008
C 4.467 -0.807 3.582
C 4.877 0.429 3.058
C 4.196 1.097 2.061
C 3.024 0.503 1.513
O 2.267 1.090 0.646
C 4.605 2.483 1.575
C 5.925 2.969 2.182
C 4.764 2.467 0.049
C 3.506 3.479 1.965
C 5.218 -1.408 4.761
C 6.675 -1.671 4.357
C 4.610 -2.733 5.229
C 5.174 -0.430 5.942
C 0.055 -3.021 0.636
O -0.681 -2.022 0.224
C -0.327 -4.384 0.601
C 0.611 -5.331 0.965
C -1.724 -4.795 0.146
C -1.959 -6.309 0.238
C -1.928 -4.390 -1.320
C -2.770 -4.123 1.044
H 3.158 -7.754 3.016
H 1.477 -7.332 2.688
H 2.474 -6.259 3.668
H 3.685 -7.888 0.487
H 3.186 -6.553 -0.556
H 1.975 -7.585 0.201
H 5.017 -6.492 1.945
H 4.395 -5.011 2.658
H 4.698 -5.096 0.917
H 3.295 -3.415 1.652
H 2.985 -2.345 3.410
H 5.755 0.890 3.484
H 6.740 2.286 1.950
H 5.846 3.083 3.261
H 6.174 3.941 1.760
H 5.565 1.787 -0.238
H 5.006 3.465 -0.314
H 3.842 2.136 -0.421
H 3.345 3.468 3.041
H 2.582 3.201 1.472
H 3.780 4.488 1.665
H 6.709 -2.372 3.526
H 7.229 -2.096 5.193
H 7.170 -0.754 4.049
H 4.623 -3.474 4.432
H 3.586 -2.597 5.568
H 5.191 -3.127 6.061
H 5.653 0.512 5.692
H 5.683 -0.856 6.806
H 4.142 -0.224 6.214
H 0.325 -6.367 0.948
H -1.288 -6.858 -0.420
H -2.980 -6.526 -0.071
H -1.835 -6.665 1.260
H -1.198 -4.889 -1.955
H -1.814 -3.319 -1.447
H -2.928 -4.662 -1.653
H -2.645 -4.446 2.078
H -3.775 -4.379 0.713
H -2.674 -3.041 1.013
S -4.899 -1.527 -0.885
Sb -2.806 -0.675 -0.817
S -1.848 -0.519 -2.869
S -2.265 0.340 1.227
C 2.279 -1.876 -2.321
C 1.856 -0.489 -2.699
C 2.240 0.105 -3.886
C 1.821 1.413 -4.135
C 1.031 2.069 -3.231
C 0.622 1.399 -2.056
N 1.081 0.138 -1.814
N -0.206 1.871 -1.114
Si -0.996 3.392 -1.216
C -2.361 3.522 0.122
C -1.907 3.755 -2.867
C 0.289 4.794 -0.888
H 2.833 -2.349 -3.128
H 1.396 -2.472 -2.089
H 2.902 -1.843 -1.427
H 2.843 -0.431 -4.603
H 2.133 1.914 -5.042
H 0.705 3.081 -3.400
H -3.310 3.168 -0.274
H -2.506 4.557 0.423
H -2.161 2.943 1.019
H -2.224 2.832 -3.341
H -1.278 4.287 -3.575
H -2.790 4.361 -2.691
H 1.243 4.381 -0.569
H -0.050 5.490 -0.127
H 0.473 5.369 -1.790
Br -0.500 4.114 6.397
C -0.117 3.074 4.854
C 0.131 1.717 4.975
C 0.332 0.995 3.808
N 0.302 1.536 2.595
C 0.122 2.849 2.508
C -0.103 3.669 3.605
H 0.155 1.239 5.943
H 0.527 -0.068 3.848
H 0.153 3.270 1.514
H -0.261 4.730 3.484

Q: Which energy above the lowest of the compared OMol25 structures with the same formula, charge and spin values were calculated for the entries above? A: 57.8; 97.4; 39.7; 6.3; 53.7; 85.9; 0.0; 37.9, in kcal per mole.